1.
Molecular formula: C4H8O2
Method: DFT, ωB97M-V with the def2-TZVPD basis set

Calculated values
Charge: 0
Frontier orbital gap: 0.32704 hartree
Maximum force: 0.58 eV/Å
Electronic energy: -307.5473 hartree
HOMO energy: -8.813 eV

Structure (XYZ):
```
14
C4H8O2, DFT ωB97M-V with the def2-TZVPD basis set
O 1.103 -0.029 0.494
H 2.266 0.637 -1.080
C -1.599 -0.811 -0.551
H -1.000 0.074 -0.825
H 2.920 -0.746 -0.117
O -1.766 1.339 1.501
H 0.093 1.815 2.158
C -0.559 1.320 1.402
H 1.571 -1.004 -1.267
C 2.035 -0.300 -0.571
H -2.394 -0.475 0.117
H -0.966 -1.546 -0.039
C 0.290 0.952 0.256
H -1.995 -1.226 -1.479
```

Results of the Löwdin charge analysis, in e, for atoms 1 through 6: -0.132 0.092 -0.026 0.000 0.093 0.024

---

2.
Molecular formula: C37H39N8O3RhS
Method: DFT, ωB97M-V with the def2-TZVPD basis set

Calculated values
2S+1: 5
Charge: +2
Frontier orbital gap (spin up / spin down): 0.20079 / 0.15861 hartree
Maximum force: 4.04 eV/Å
Electronic energy: -2605.0732 hartree
HOMO energy (spin up / spin down): -11.090 / -13.118 eV

Structure (XYZ):
```
89
C37H39N8O3RhS, DFT ωB97M-V with the def2-TZVPD basis set
C -2.540 0.681 -0.160
H 2.203 6.724 -1.790
H -4.155 -0.982 -1.469
C -2.909 -6.090 0.743
H -2.091 1.690 -0.037
Rh -0.259 -0.616 1.576
H -5.673 1.809 0.244
H -1.932 -4.437 1.743
C 3.783 4.538 -3.913
C 2.904 -6.010 -0.228
H -5.214 -0.885 2.614
H 4.318 3.595 -3.785
H 0.353 4.474 2.017
C -2.437 -6.361 -1.586
H -0.671 2.343 2.777
H -2.580 1.726 2.191
H 0.873 -1.225 6.208
H 0.392 0.514 6.250
H 0.448 6.330 -6.629
H 0.787 8.007 -6.268
H -3.043 0.256 3.156
C -3.071 0.763 2.179
N -2.355 -0.092 1.172
H -2.494 -6.990 -2.462
H -3.870 -7.568 -0.524
C -3.162 -6.768 -0.450
H -2.034 0.061 -0.922
N -4.585 -1.139 0.596
C 2.323 2.284 0.311
O 2.470 6.750 -6.422
C 1.862 -4.168 1.585
N -4.506 0.993 1.816
N 3.578 3.052 -1.738
C 1.854 3.507 0.791
H -3.240 -1.806 1.971
H -3.333 -6.490 1.675
C 2.649 6.219 -5.176
C 0.184 2.301 2.072
H 4.021 4.864 -5.962
C 1.297 -4.337 0.311
C 0.786 -0.314 5.597
H 1.731 0.986 4.210
C -0.250 -0.595 4.616
C 3.175 5.026 -2.731
C -5.212 -0.318 1.653
C -1.320 -4.619 -0.358
C 3.685 0.795 -1.133
H -6.231 -0.073 1.407
H 4.371 0.810 -2.007
C 0.773 3.506 1.640
C 2.015 0.153 4.865
C 3.227 -0.323 -0.495
C 2.282 -0.177 0.548
S -0.101 -3.303 -0.184
N -3.956 0.925 -0.529
C 1.798 1.127 0.854
H 1.359 -3.488 2.267
N 3.135 4.264 -1.588
H 2.359 4.353 0.401
C -4.624 -0.392 -0.714
H -4.157 2.672 0.527
C 3.570 5.178 -5.057
H 1.292 -5.454 -1.573
C -3.170 -1.335 0.987
H 3.580 -4.589 2.734
C 2.171 6.815 -3.976
H 3.484 -1.336 -0.769
H -2.731 -2.037 0.280
O 1.787 -1.119 1.315
C 1.172 7.094 -6.831
H 2.394 -0.682 4.258
C 1.807 -5.298 -0.615
H 4.477 -6.280 1.229
N -1.002 -0.726 3.712
H -1.058 -4.923 -2.446
C 3.069 -4.802 1.824
C -4.614 1.685 0.514
H 2.821 0.485 5.492
N 0.679 1.122 1.703
C 2.508 6.289 -2.757
O -0.611 -2.662 1.108
H 1.532 7.660 -4.063
H 3.228 -6.829 -0.858
C -1.596 -5.255 -1.567
H 1.123 7.304 -7.888
C -2.001 -5.032 0.808
H -5.656 -0.163 -1.004
C 3.577 -5.729 0.953
C 3.178 2.085 -0.837
```

Results of the Löwdin charge analysis, in e, for atoms 1 through 6: -0.125 0.135 0.115 -0.058 0.124 1.067

---

3.
Molecular formula: C20H35IrN2O2P2
Method: DFT, ωB97M-V with the def2-TZVPD basis set

Calculated values
2S+1: 6
Charge: +3
Frontier orbital gap (spin up / spin down): 0.23330 / 0.16219 hartree
Maximum force: 4.97 eV/Å
Electronic energy: -1828.8632 hartree
HOMO energy (spin up / spin down): -15.100 / -17.400 eV

Structure (XYZ):
```
62
C20H35IrN2O2P2, DFT ωB97M-V with the def2-TZVPD basis set
C 1.337 3.128 -0.405
H 2.428 -1.605 -4.475
C -3.424 0.993 2.429
Ir -0.111 -0.314 -0.187
P -0.024 1.916 -0.278
H 0.635 -3.739 1.034
P 1.536 -1.685 0.015
H -1.684 1.961 -2.124
N -3.500 0.751 0.977
C 1.030 0.053 -4.874
H 2.641 -2.214 2.080
H -5.559 0.206 0.823
H 1.684 -4.039 -0.385
C -2.609 -2.158 2.296
H 6.264 0.077 -1.570
H 2.301 2.670 -0.640
C 0.253 1.061 -4.285
H 4.018 2.478 2.523
H 1.065 3.876 -1.166
C -4.840 0.959 0.440
H 0.992 -0.757 2.908
C -0.727 -0.857 1.609
H 2.885 1.652 2.039
C 0.084 1.033 -2.894
H -0.387 3.145 -2.404
H -3.894 0.177 3.003
C 0.874 -3.413 0.016
H 3.502 -0.870 1.224
C -0.571 -2.178 3.565
C -2.859 -0.445 0.473
H -3.575 -2.571 2.052
H -1.316 3.957 0.180
N 0.473 -0.111 -2.233
C 2.109 -1.884 -1.737
C -0.596 2.116 -2.073
O 5.958 0.720 -2.273
H 3.583 -2.608 0.646
H -3.967 1.928 2.623
C 2.958 -1.822 1.101
C 1.566 -0.797 -2.667
C 0.011 -1.224 2.731
H 3.183 -2.090 -1.651
H -0.332 1.771 -4.871
H 5.243 1.157 -1.768
H -5.178 1.958 0.753
H 0.019 -2.569 4.381
H 1.132 -0.013 -5.974
C -2.075 -1.169 1.502
C -1.841 -2.703 3.320
H -3.582 -1.079 -0.036
C -1.239 2.946 0.602
H -2.239 2.495 0.636
O 3.781 1.870 1.814
H -0.884 3.058 1.631
H -4.812 0.911 -0.656
H -2.376 1.095 2.748
H 1.775 -2.903 -2.007
H 1.459 3.655 0.545
H -2.209 -3.512 3.942
C 1.811 -0.800 -4.061
H -0.030 -3.496 -0.607
H -2.152 -0.149 -0.364
```

Results of the Löwdin charge analysis, in e, for atoms 1 through 6: -0.217 0.145 0.021 1.138 0.711 0.055

---

4.
Molecular formula: C2H9NO3
Method: DFT, ωB97M-V with the def2-TZVPD basis set

Calculated values
SMILES string: CNC=O.O.O
Charge: 0
Frontier orbital gap: 0.39075 hartree
Maximum force: 3.75 eV/Å
Electronic energy: -362.0528 hartree
HOMO energy: -10.018 eV

Structure (XYZ):
```
15
C2H9NO3, DFT ωB97M-V with the def2-TZVPD basis set
H -3.481 -2.574 0.613
H 4.110 3.919 -0.779
H -0.900 -0.546 -1.871
H -1.668 -2.899 0.531
C -1.156 -0.775 -0.836
H -2.499 -1.498 1.535
H 1.731 1.722 0.462
H -3.194 -0.884 -0.812
O -0.263 -0.764 0.035
N -2.335 -1.257 -0.440
C -2.469 -2.196 0.707
H 3.601 2.888 0.201
O 4.252 3.598 0.118
O 2.401 1.014 0.409
H 1.868 0.252 0.129
```

Results of the Löwdin charge analysis, in e, for atoms 1 through 6: 0.079 0.031 0.131 0.092 -0.335 0.085

---

5.
Molecular formula: C48H108F10K2N11O20S10
Method: DFT, ωB97M-V with the def2-TZVPD basis set

Calculated values
Charge: +3
Frontier orbital gap: 0.28229 hartree
Maximum force: 13.00 eV/Å
Electronic energy: -10179.9966 hartree
HOMO energy: -14.015 eV

Structure (XYZ):
```
209
C48H108F10K2N11O20S10, DFT ωB97M-V with the def2-TZVPD basis set
H -2.803 1.851 -8.578
O -1.746 -5.316 -6.188
O 1.396 -3.431 -4.910
H 4.847 0.596 7.302
O -5.109 1.612 -2.321
H 2.021 3.707 -3.814
C 2.873 5.054 6.402
H 0.281 3.656 -7.886
F -5.804 -2.556 -1.906
C 0.780 -5.263 6.928
O 0.285 -7.231 1.578
H 3.213 2.080 3.721
N 3.642 1.202 5.522
H 0.721 -7.472 5.218
C 6.205 2.412 -1.744
C 3.867 -3.292 -0.560
H 0.307 7.594 -3.359
O -3.526 -7.362 -0.408
H 2.880 -6.644 6.389
C -2.950 1.731 -7.504
H 1.488 -4.224 3.797
O 0.847 0.526 -1.890
O -6.002 -0.438 -0.842
C 3.604 -1.365 -2.048
O -1.162 0.975 -0.633
H -5.970 1.072 1.273
H 0.637 7.305 -0.497
H 0.019 -2.235 5.459
N -3.084 -4.675 -0.467
C 1.316 -6.619 4.891
N 5.123 -1.404 -1.692
H -1.003 2.347 -4.582
C -0.169 -3.055 4.766
C 0.200 2.572 -7.809
H 2.661 2.164 -3.346
O -5.484 -5.745 -0.575
O -5.666 0.970 -4.663
H 6.631 -0.133 -0.691
H -6.478 3.046 0.172
C 3.573 -0.105 3.479
N -4.280 2.194 1.994
H -4.031 2.970 -0.023
C -0.233 2.734 -5.250
H 2.970 -8.181 3.861
C 3.271 -8.050 4.901
H -1.856 -3.514 5.968
H 1.965 0.120 6.335
H -3.633 -1.951 4.123
F -0.162 -1.701 -4.389
H 3.257 -3.106 0.323
N 0.576 -5.349 5.407
H -2.591 2.967 -5.906
C -2.963 -1.244 3.634
H 3.609 5.855 6.332
N -0.472 -1.617 -0.762
H 1.523 0.173 4.033
H 3.153 -0.638 -1.373
C 4.990 1.059 6.326
S 1.319 -6.473 0.919
H -0.384 0.249 -7.512
H -3.501 8.833 -2.858
H -1.816 8.488 -4.252
H 2.685 5.187 7.468
C -0.995 0.676 -6.717
F -1.776 -6.232 -4.030
H 6.126 3.076 -2.605
H 2.211 -1.510 4.181
F -1.265 -0.179 -2.662
H 4.945 1.641 3.825
H 5.550 0.313 5.762
F -3.854 -6.012 -2.292
O 0.373 -5.990 -4.936
H -4.767 -0.248 2.846
H 3.415 -1.017 -3.064
H 1.906 -3.655 5.337
N -0.995 -3.789 -4.098
C 1.049 -4.024 4.774
C -0.349 8.159 -2.697
H 6.932 -2.160 -2.422
O -2.389 -5.640 1.761
H 1.953 5.392 5.926
S 1.897 -7.694 -1.028
H -1.543 8.682 -0.406
F -3.384 1.083 -3.723
H -2.502 2.272 0.767
F -2.483 -3.351 1.249
C 1.196 2.118 -4.933
H 0.213 8.761 -1.983
O -7.234 -0.905 -3.018
N -0.741 2.186 -6.651
N 1.190 -6.247 -0.510
H -5.123 5.000 0.777
H 6.093 -3.097 -0.573
H 3.103 2.325 7.279
H 3.996 -4.374 -0.546
C 5.644 -0.049 -1.148
H 3.424 -0.921 6.104
H -2.640 -0.281 -7.757
H -2.548 -0.624 4.429
O -0.542 -2.808 -6.395
H -0.704 0.200 -5.781
C 1.735 2.675 -3.612
C -1.419 8.979 -3.363
F 0.832 -7.817 -2.248
C -0.098 6.533 -0.722
H -2.542 6.585 -3.228
C -1.845 6.133 -2.523
N -4.636 -0.727 -3.167
H -0.206 -2.450 3.860
H 0.173 -4.394 7.182
H 4.411 -0.774 3.675
C 5.688 1.058 -2.261
H 1.822 -5.147 7.227
S -0.941 -5.292 -4.974
H -2.377 5.131 -0.643
H -3.466 -0.326 1.758
H -3.628 5.202 -1.904
H 0.312 -6.113 7.424
K -2.653 -2.558 -2.136
H -0.205 3.807 -5.443
S -3.263 -4.709 1.002
C -1.381 -3.878 5.057
S -0.045 -3.187 -5.076
F 0.885 -4.950 1.304
H -2.116 -1.716 3.136
H 0.977 2.650 -2.829
H 2.087 -2.940 -1.784
H -5.909 5.215 2.224
H -4.016 1.849 -7.307
H 7.265 2.405 -1.494
H 5.009 0.204 -0.299
H 1.917 2.326 -5.724
C 2.743 -6.754 5.313
H -1.267 3.495 -2.476
H -7.369 3.548 1.587
H 5.494 -2.873 -3.232
C -6.376 3.271 1.234
H -4.122 1.531 4.047
C 5.195 -2.481 -0.518
H 0.476 5.759 -1.230
H 3.434 -3.512 -2.672
S -6.012 -0.968 -2.248
C -3.580 2.210 0.615
H 1.231 -6.680 3.806
H 4.667 3.762 6.194
H -1.959 3.705 -7.499
O 3.271 -7.613 -1.585
S -4.078 -6.024 -0.687
C -2.567 5.041 -1.712
C 5.952 -1.959 -2.854
H 3.392 -5.951 4.961
O 1.573 -8.945 -0.314
H 4.768 1.176 -2.833
O 2.657 -6.461 1.467
H -6.167 1.874 2.864
C 3.623 3.771 5.878
O -0.407 -0.322 1.526
H -2.856 2.918 -1.765
C 2.821 -0.108 5.700
H 2.971 -8.929 5.471
O -4.546 -4.422 1.550
H -2.597 1.689 3.000
H -1.066 9.952 -3.703
H 1.956 2.441 5.819
H -3.046 0.165 -6.121
C -2.169 8.168 -1.136
H -3.632 1.242 0.118
H 6.484 0.753 -2.940
C -0.912 -5.352 4.997
H -3.262 4.013 2.052
H 4.346 -8.050 5.077
H -0.162 2.198 -8.767
C -2.323 3.702 -2.303
H 5.952 -1.266 -3.695
H 1.171 2.086 -7.711
H -1.498 -5.900 5.734
C 3.927 1.324 4.048
N -1.091 7.222 -1.736
H -2.685 10.160 -2.089
H 5.536 2.002 6.357
C -5.803 1.987 1.842
H 5.687 2.835 -0.883
H 5.205 -1.863 0.380
C -3.679 -0.196 2.819
O 1.667 -1.306 0.484
H 1.057 1.057 -4.727
F 0.018 -2.634 1.244
S -0.386 -0.008 -1.336
H -1.052 -5.727 3.983
C 3.169 -2.834 -1.861
C -5.435 4.421 1.646
C 2.380 -0.441 4.311
C 2.975 2.466 6.206
H -2.152 -3.667 4.315
C -2.427 0.445 -6.973
S 0.200 -1.215 0.505
H -3.027 7.630 -0.734
K -0.481 -4.440 -1.388
S -4.910 0.718 -3.428
H -1.042 5.647 -3.078
H -2.779 3.717 -3.293
H -4.309 3.841 3.406
C -2.579 9.106 -2.346
H -0.732 6.193 0.098
H 3.629 3.971 4.807
C -2.131 2.823 -6.883
C -3.618 1.324 3.103
H 3.334 0.048 2.427
C -4.280 3.733 2.322
```

Results of the Löwdin charge analysis, in e, for atoms 1 through 6: 0.126 -0.231 -0.288 0.112 -0.301 0.072

---

What is the charge in the first record?
0